Model w:
Computed, not measured: the ion C3H8BrN2 with charge +1, with ωB97M-V/def2-TZVPD.

Computed properties:
LUMO energy   -0.157 Ha
Kohn-Sham gap   10.81 eV
Total charge   +1
Multiplicity   1
Highest occupied orbital energy   -15.0720 eV

Geometry as XYZ:
```
14
Properties=species:S:1:pos:R:3:lowdin_charge:R:1
C 0.800 -0.231 -0.098 -0.598
C -1.121 -1.848 0.123 0.001
C 0.355 2.300 -0.096 -0.006
N 0.294 -1.458 -0.067 -0.026
N 0.050 0.862 -0.088 0.015
Br 2.796 -0.275 0.143 0.793
H -1.068 -2.712 0.729 0.099
H -1.706 -1.161 0.710 0.092
H -1.690 -1.825 -0.745 0.082
H 0.605 2.570 -1.026 0.051
H 1.180 2.557 0.619 0.118
H -0.534 2.851 0.172 0.104
H 0.974 -2.166 -0.305 0.123
H -0.933 0.537 -0.071 0.153
```

=====

Model x:
Computed, not measured: a cluster of 2 separate species, C3H8BrN2 in total, with ωB97M-V/def2-TZVPD.

Computed properties:
LUMO energy   -0.144 Ha
Kohn-Sham gap   10.60 eV
Total charge   +1
Multiplicity   1
Highest occupied orbital energy   -14.5273 eV

Geometry as XYZ:
```
14
Properties=species:S:1:pos:R:3:lowdin_charge:R:1
C -0.699 -0.574 0.603 -0.031
C -0.514 1.533 -0.583 -0.037
C 2.054 -1.272 -0.220 -0.586
N -0.385 0.694 0.672 -0.110
N 0.832 -1.571 -0.184 0.004
Br 2.807 0.236 0.620 0.809
H -1.144 -0.984 -0.305 0.113
H -0.644 -1.271 1.491 0.148
H 0.547 1.919 -0.733 0.087
H -0.875 0.836 -1.360 0.087
H 2.743 -1.716 -1.025 0.116
H 0.231 1.233 1.358 0.153
H -1.287 2.386 -0.317 0.136
H 0.507 -2.241 -0.857 0.113
```

=====

Energetically preferred structure: model w | next structure: +0.0506 hartree

=====

Model w:
Computed, not measured: an isolated molecule of C8H6N2O2, with ωB97M-V/def2-TZVPD.

Computed properties:
LUMO energy   -0.052 Ha
Kohn-Sham gap   8.09 eV
Total charge   0
Multiplicity   1
Highest occupied orbital energy   -9.5028 eV

Geometry as XYZ:
```
18
Properties=species:S:1:pos:R:3:lowdin_charge:R:1
C 1.695 2.302 -2.115 -0.014
C 1.283 0.881 -2.091 -0.367
C 0.465 0.491 -0.991 -0.163
C -0.564 0.287 0.843 -0.338
C -1.370 -0.818 2.696 -0.165
C -1.414 -2.069 2.137 -0.071
C -0.862 -2.185 0.867 0.043
C -0.463 -0.978 0.205 -0.158
H 2.785 2.425 -2.176 0.095
H 1.351 2.716 -1.179 0.057
H 1.208 2.901 -3.002 0.141
H -1.899 -0.756 3.724 0.133
H -1.853 -2.936 2.712 0.129
H -0.905 -3.008 0.293 0.077
N -0.037 1.258 0.068 0.246
N -1.036 0.307 2.065 0.130
O 1.525 0.057 -3.021 0.083
O 0.090 -0.876 -1.037 0.142
```

=====

Model x:
Computed, not measured: an isolated molecule of C8H6N2O2, with ωB97M-V/def2-TZVPD.

Computed properties:
LUMO energy   -0.043 Ha
Kohn-Sham gap   9.18 eV
Total charge   0
Multiplicity   1
Highest occupied orbital energy   -10.3366 eV

Geometry as XYZ:
```
18
Properties=species:S:1:pos:R:3:lowdin_charge:R:1
C 0.178 0.932 0.062 -0.053
C 1.564 1.002 0.602 0.012
C 2.355 -0.069 0.643 -0.072
C 1.877 -1.275 0.097 -0.056
C 0.577 -1.454 -0.275 -0.047
C -0.282 -0.346 -0.369 -0.113
C -1.777 -0.636 -0.836 -0.086
C -2.673 -0.668 0.383 -0.203
H 1.913 1.893 1.016 0.098
H 3.330 0.069 1.028 0.105
H 2.505 -2.160 -0.008 0.115
H 0.225 -2.409 -0.652 0.119
H -1.838 -1.653 -1.273 0.120
H -2.080 0.076 -1.536 0.087
N -0.593 2.155 -0.057 -0.292
N -3.476 -0.784 1.224 0.141
O -1.851 2.107 0.147 0.054
O 0.046 3.220 -0.195 0.070
```

=====

Model y:
Computed, not measured: an isolated molecule of C8H6N2O2, with ωB97M-V/def2-TZVPD.

Computed properties:
LUMO energy   0.002 Ha
Kohn-Sham gap   8.82 eV
Total charge   0
Multiplicity   1
Highest occupied orbital energy   -8.7550 eV

Geometry as XYZ:
```
18
Properties=species:S:1:pos:R:3:lowdin_charge:R:1
C -1.677 0.190 0.018 -0.153
C -2.028 -1.309 0.009 -0.423
C 0.231 -0.993 -0.032 -0.176
C 1.632 -1.379 -0.018 -0.001
C 2.501 -0.296 0.038 -0.100
C 2.041 1.030 -0.009 -0.109
C 0.719 1.343 -0.007 -0.020
C -0.215 0.288 -0.010 -0.104
H -2.676 2.925 0.159 0.101
H -0.660 -2.879 0.319 0.180
H 2.096 -2.441 -0.128 0.140
H 3.606 -0.460 -0.020 0.116
H 2.728 1.846 -0.190 0.103
H 0.420 2.427 -0.025 0.128
N -2.604 1.025 0.054 0.086
N -0.848 -1.924 -0.028 0.152
O -2.072 2.233 -0.064 -0.011
O -3.194 -1.627 -0.068 0.092
```

=====

Model z:
Computed, not measured: a structure of composition C8H6N2O2, with ωB97M-V/def2-TZVPD.

Computed properties:
LUMO energy (alpha / beta)   -0.007 / -0.007 Ha
Kohn-Sham gap (alpha / beta)   8.19 / 8.19 eV
Total charge   0
Multiplicity   1
Highest occupied orbital energy (alpha / beta)   -8.3844 / -8.3846 eV

Geometry as XYZ:
```
18
Properties=species:S:1:pos:R:3:lowdin_charge:R:1
C -0.431 -0.012 -3.012 -0.134
C 0.520 -0.795 -2.433 -0.103
C -1.233 0.820 -2.218 -0.071
C 0.586 -0.816 -1.029 -0.011
C -1.177 0.843 -0.787 -0.012
C -0.241 0.004 -0.247 -0.280
C 0.923 0.192 1.903 -0.080
C 0.586 -0.151 3.247 -0.281
N -0.340 1.002 1.937 0.077
N -0.193 -0.125 1.116 -0.038
O -0.584 0.565 3.339 0.087
O 1.218 -0.506 4.344 0.211
H -0.530 -0.182 -4.139 0.126
H 1.381 -1.280 -2.927 0.116
H -2.104 1.415 -2.681 0.123
H 1.372 -1.321 -0.616 0.074
H -1.726 1.319 0.011 0.108
H 1.973 -0.972 4.192 0.087
```

=====

Energetically preferred structure: model w | next structure: +0.0021 hartree